92
Properties=species:S:1:pos:R:3:forces:R:3 method="wB97M-V/def2-TZVPD" e_lumo_ev=1.85 e_above_lowest_ev=0.000 max_force_ev_per_a=0.696 charge=-1 homo_lumo_gap_ev=6.3 total_energy_ev=-119812.5071 multiplicity=1 homo_energy_ev=-4.40
Zr 0.1979 0.2953 0.3504 0.5 -0.1 -0.5
S 0.6300 -4.1914 -1.3192 0.0 0.0 -0.1
C 1.7990 -4.0889 -0.0432 -0.1 0.0 0.0
C 2.6403 -5.0826 0.4419 0.0 0.0 0.0
C 3.5128 -4.7573 1.4620 0.0 0.0 0.0
C 3.5401 -3.4620 1.9841 0.0 0.0 0.0
C 2.6993 -2.4799 1.5018 -0.1 0.1 0.1
C 1.8037 -2.7942 0.4803 0.1 0.0 0.0
N 0.9093 -1.9253 -0.1423 -0.1 0.0 0.0
C 0.2508 -2.5123 -1.1112 0.2 -0.2 0.1
C -0.6406 -1.7755 -1.9826 0.0 0.3 -0.2
C -1.1892 -2.3503 -3.1349 0.0 -0.1 0.1
C -1.9690 -1.5825 -3.9723 0.0 0.0 -0.1
C -2.1906 -0.2463 -3.6467 0.0 0.0 0.0
C -1.6339 0.3107 -2.5064 0.0 0.0 0.0
C -0.8213 -0.4250 -1.6316 -0.1 -0.2 0.0
H 2.6084 -6.0840 0.0318 0.0 0.0 0.0
H 4.1750 -5.5135 1.8639 0.0 0.0 0.0
H 4.2177 -3.2263 2.7949 0.0 0.0 0.0
H 2.6962 -1.4867 1.9273 0.0 0.0 0.0
H -1.0021 -3.3928 -3.3738 0.0 0.0 0.0
H -2.4059 -2.0127 -4.8654 0.0 0.0 0.0
H -2.8133 0.3649 -4.2923 0.0 0.0 0.0
H -1.8556 1.3473 -2.2831 0.0 0.0 0.0
N 0.6807 2.4743 -2.6065 -0.1 -0.1 -0.1
C 1.3966 1.3433 -2.8353 0.0 0.0 0.1
C 1.8307 1.1336 -4.1655 0.0 0.0 -0.1
C 2.6032 0.0467 -4.4658 -0.1 0.1 0.0
C 2.9630 -0.8278 -3.4392 0.0 -0.1 0.0
C 2.4929 -0.5558 -2.1802 0.0 0.0 0.1
N 1.7082 0.4868 -1.8561 -0.2 0.1 0.1
C -0.0277 3.0192 -1.5131 0.1 0.2 -0.1
C -0.4406 4.3139 -1.6709 0.0 0.0 0.0
C -0.9080 5.0220 -0.5057 0.0 0.0 0.0
C -1.1929 4.3441 0.6102 0.0 0.1 -0.1
C -1.1899 2.8542 0.5482 -0.2 0.0 0.1
N -0.2078 2.2981 -0.3909 -0.1 -0.2 0.1
H 0.6194 3.0743 -3.4107 0.0 0.0 0.0
H 1.5266 1.8329 -4.9346 0.0 0.0 0.0
H 2.9276 -0.1268 -5.4844 0.0 0.0 0.0
H 3.5847 -1.6944 -3.6146 0.0 0.0 0.0
H 2.7559 -1.2064 -1.3593 0.0 0.0 0.0
H -0.2315 4.8391 -2.5940 0.0 0.0 0.0
H -0.9641 6.1046 -0.5295 0.0 0.0 0.0
H -1.4860 4.8136 1.5388 0.0 0.0 0.0
H -0.9635 2.4799 1.5458 -0.1 -0.1 0.0
N -2.6428 1.1449 2.7400 0.0 -0.1 -0.1
C -2.9479 0.7911 1.3714 0.0 0.0 0.0
S -2.9355 2.3021 0.2597 0.0 0.1 0.1
N -4.3600 0.3610 1.4212 0.0 0.0 -0.1
C -5.0258 -0.3726 0.4524 0.0 0.0 0.0
C -4.7457 -0.2775 -0.9169 0.0 0.0 0.0
C -5.4693 -1.0222 -1.8364 0.0 0.0 0.0
C -6.4972 -1.8643 -1.4352 0.0 0.0 0.0
C -6.7911 -1.9521 -0.0794 0.0 0.0 0.0
C -6.0679 -1.2244 0.8492 0.0 0.0 0.0
H -2.8973 2.0991 2.9581 0.0 0.0 0.0
H -1.6689 1.0049 2.9730 0.0 0.0 0.0
H -4.5598 0.0690 2.3658 0.0 0.0 0.0
H -3.9620 0.3825 -1.2593 0.0 0.0 0.0
H -5.2137 -0.9396 -2.8872 0.0 0.0 0.0
H -7.0571 -2.4415 -2.1607 0.0 0.0 0.0
H -7.5854 -2.6060 0.2633 0.0 0.0 0.0
H -6.2984 -1.3132 1.9057 0.0 0.0 0.0
C -1.9850 -0.2830 0.8744 -0.1 0.3 0.2
H -1.9489 -1.0523 1.6521 0.0 0.0 0.0
H -2.4517 -0.7574 0.0179 0.0 0.0 -0.1
F 1.0657 1.9412 2.0090 0.0 0.0 0.2
B 1.0362 2.5330 3.3643 0.0 0.0 0.0
F 1.8953 3.6245 3.3244 -0.1 -0.1 0.0
F 1.4812 1.5687 4.2720 -0.1 0.2 -0.1
F -0.2817 2.9016 3.6211 0.1 0.0 0.0
C 3.4683 2.6074 0.1356 -0.1 0.0 0.0
P 3.3148 0.8838 0.7399 0.2 0.1 0.2
C 3.9585 1.0717 2.4519 -0.1 0.0 0.0
C 4.8110 0.1483 -0.0535 -0.1 0.0 0.0
H 4.4509 3.0222 0.3681 0.0 0.0 0.0
H 2.6968 3.2124 0.6123 0.0 0.0 0.0
H 3.3139 2.6320 -0.9449 0.0 0.0 0.0
H 5.0480 1.1432 2.4520 0.0 0.0 0.0
H 3.6523 0.2392 3.0869 0.0 0.0 0.0
H 3.5423 1.9768 2.8892 0.0 0.0 0.0
H 5.7101 0.6805 0.2638 0.0 0.0 0.0
H 4.7382 0.2088 -1.1390 0.0 0.0 0.0
H 4.9045 -0.9023 0.2293 0.0 0.0 0.0
Cl -1.1884 -1.2461 5.3393 0.0 0.0 0.0
C 0.3709 -1.3736 4.5035 -0.1 0.1 0.0
Cl 1.3410 -2.7153 5.1535 0.0 0.0 0.0
C 0.1078 -1.5785 2.9987 0.3 -0.3 0.0
O -0.3059 -2.6401 2.5888 -0.1 0.0 -0.1
O 0.4333 -0.5355 2.3090 0.0 0.0 0.0
H 0.9104 -0.4509 4.6758 0.0 0.0 0.0

---

16
Properties=species:S:1:pos:R:3:forces:R:3 method="wB97M-V/def2-TZVPD" e_lumo_ev="-0.33 / -0.37" e_above_lowest_ev=2.848 max_force_ev_per_a=3.672 homo_lumo_gap_ev="8.0 / 7.1" total_energy_ev=-17466.3380 multiplicity=1 homo_energy_ev="-8.33 / -7.49"
C 0.1853 -1.3426 -0.5225 -1.9 1.2 0.8
C -0.1915 -1.6630 0.9897 -1.3 -2.4 -1.4
N -0.8311 2.5867 -0.6394 -1.0 0.2 1.5
N -0.6469 -0.1424 -0.9102 -1.5 -2.1 -0.3
N 0.1957 -0.5590 1.7078 -0.6 3.0 1.5
N 1.3866 1.4703 -0.9235 1.7 3.2 -0.2
P -0.0840 1.2649 -0.2584 -1.9 -0.7 0.7
H 1.1994 -0.9436 -0.5373 0.2 -0.8 -0.2
H -0.0390 -2.1708 -1.1972 0.3 0.2 0.0
H -1.3301 -2.0664 1.0837 2.1 1.1 -0.4
H 0.4109 -2.5416 1.3271 -0.2 0.3 -0.4
H -1.7079 2.9767 -0.2194 1.3 -1.0 -0.5
H -1.6906 -0.3432 -0.7429 2.2 0.7 -0.3
H -0.5685 -0.2984 2.3710 0.9 0.1 -0.7
H 2.2992 1.2191 -0.5673 -0.4 -0.7 0.4
H 1.4126 2.5534 -0.9614 0.0 -2.2 -0.3

---

43
Properties=species:S:1:pos:R:3:forces:R:3 method="wB97M-V/def2-TZVPD" e_lumo_ev=-0.50 smiles="C[C@@H](C(=O)O)c1cc(/C=C/S(C)(=O)=O)cc(C(=O)c2ccccc2)c1" e_above_lowest_ev=0.000 max_force_ev_per_a=4.806 homo_lumo_gap_ev=9.0 total_energy_ev=-41065.0972 multiplicity=1 homo_energy_ev=-9.50
C 1.6439 0.0875 3.4047 -1.1 0.3 0.5
C 0.5570 -0.7332 2.6363 0.8 -0.9 1.0
C -0.6535 -1.0300 3.5834 0.3 -0.5 -1.0
O -0.8436 -0.2857 4.4926 -0.9 0.1 0.6
O -1.4307 -2.1994 3.3855 2.0 2.0 -0.6
C 0.3004 -0.1141 1.2903 -1.8 0.3 2.6
C -0.6466 0.8771 1.1845 0.8 -0.5 -3.0
C -0.9860 1.3354 -0.0859 -0.7 0.1 -0.3
C -2.1052 2.3252 -0.1214 0.6 1.5 -1.5
C -2.3995 2.8795 -1.3065 -0.2 0.0 -0.6
S -3.5426 4.2074 -1.7515 1.0 2.6 -1.4
C -3.0588 5.6550 -0.7570 0.2 0.1 1.4
O -3.1777 4.6382 -3.1288 -0.7 -1.5 2.2
O -4.9126 3.9364 -1.3957 0.4 -0.6 -0.1
C -0.3722 0.7908 -1.2412 1.3 -0.7 -0.6
C 0.5973 -0.2528 -1.0938 -2.5 2.1 0.2
C 1.1331 -0.9380 -2.2912 2.0 0.6 -0.8
O 1.3267 -0.4647 -3.3958 -1.1 0.8 0.4
C 1.7465 -2.2254 -2.0324 -1.1 -4.3 1.9
C 0.9350 -3.3092 -1.5031 0.9 -0.5 0.3
C 1.4962 -4.5801 -1.1334 -1.8 0.8 -1.2
C 2.8187 -4.7463 -1.4012 2.7 -2.0 0.5
C 3.6931 -3.7442 -1.7448 -1.7 1.3 -1.5
C 3.0849 -2.5038 -2.1311 3.8 0.5 0.1
C 0.8717 -0.6462 0.2057 2.4 -2.2 -1.3
H 2.6205 -0.0526 2.9400 -0.2 0.4 -0.3
H 1.2978 1.1495 3.4332 0.7 -0.7 -0.1
H 1.7559 -0.2412 4.4482 -0.2 0.0 -0.3
H 0.9979 -1.6996 2.4418 0.1 -0.5 -0.1
H -2.1378 -2.0992 4.0203 -0.5 -0.1 0.5
H -1.2220 1.2465 1.9484 -0.9 0.7 2.2
H -2.5090 2.8034 0.7818 0.1 -0.8 -0.1
H -1.8713 2.5669 -2.2184 -0.5 0.2 0.4
H -2.1279 6.1326 -1.1106 -0.5 -0.5 -0.2
H -3.8875 6.4162 -0.8054 0.7 -1.1 0.0
H -2.8777 5.3528 0.3231 -0.5 0.3 -1.2
H -0.4817 1.0853 -2.3234 -0.5 0.0 1.5
H -0.1267 -3.1277 -1.3960 -0.1 -0.1 0.1
H 0.9884 -5.5460 -0.8478 -0.2 1.7 -0.2
H 3.2876 -5.7568 -1.3392 -0.6 0.7 0.3
H 4.7443 -3.9839 -1.9361 -0.4 0.5 0.2
H 3.8702 -1.7450 -2.4409 -1.5 -0.5 0.2
H 1.6033 -1.4610 0.4129 -0.6 0.6 -0.5